No. 1
Density functional theory data (the ωB97M-V functional and the def2-TZVPD basis) for a molecular structure, C15H22BHgN8O2S6.

Its LUMO energy (spin up / spin down) is 0.1575 / 0.1571 Eh. For the HOMO energy (spin up / spin down), the calculation gives -0.5 / -1.5 eV. The energy relative to the best compared isomer or geometry (same formula, charge and spin) is 0.0 kJ/mol. Its expectation value of S² is 0.7546.

Geometry as ORCA input:
```
! wB97M-V def2-TZVPD RIJCOSX def2/J DEFGRID3
* xyz -2 2
Hg 1.25846 -1.29033 -0.65664
O -1.53826 -7.48817 -1.58231
C -1.00358 -6.43432 -1.31178
S 0.71964 -6.13010 -1.46040
C 0.73394 -4.46781 -0.87721
C -0.46784 -3.95368 -0.53655
S -0.82610 -2.35273 0.06586
S -1.86006 -5.01466 -0.72904
S 2.27470 -3.65887 -0.84622
N 3.81565 -0.88128 0.23188
N 4.46380 0.10759 -0.54285
C 3.58576 1.10516 -1.03569
N 4.33292 2.13902 -1.65942
S 1.98388 0.76673 -1.63248
H 3.56140 -0.57209 1.16955
H 4.34543 -1.74154 0.22510
H 5.19028 0.60091 -0.01289
H 4.89378 1.76169 -2.42159
H 3.69668 2.81935 -2.05994
N -0.45585 3.13428 -4.68298
C -0.53564 1.85129 -4.15934
N -0.84373 1.74331 -2.84081
N -0.31941 0.83855 -4.98040
C -0.28513 -0.32902 -4.32999
N -0.23312 -1.26738 -3.65339
H -1.06569 3.81845 -4.25972
H -0.46719 3.13607 -5.68999
H -0.66137 2.52068 -2.21361
H -0.65437 0.85442 -2.40660
B 1.98254 1.08335 4.58416
C 1.80381 0.39942 3.15819
N 1.66087 -0.04147 2.09518
H 1.07296 1.89535 4.71578
H 3.05953 1.65260 4.61213
H 1.91080 0.23575 5.45612
C -4.44815 -1.87456 1.80745
C -3.46975 -0.75422 1.58775
C -2.43824 -0.51730 2.48827
C -1.47706 0.44960 2.24474
C -1.55865 1.20650 1.08410
C -2.59172 1.00089 0.18251
C -3.54118 0.02608 0.44018
S -0.25010 2.33524 0.60003
C -0.14376 3.27359 2.13372
O -0.85612 3.26407 -0.41876
H -4.24752 -2.39087 2.74389
H -4.36482 -2.60351 1.00172
H -5.47734 -1.51092 1.82947
H -2.34951 -1.13448 3.37278
H -0.65068 0.56723 2.92831
H -2.62985 1.59773 -0.71596
H -4.32530 -0.16042 -0.28427
H -1.12919 3.64867 2.40233
H 0.54055 4.09355 1.92761
H 0.27886 2.64264 2.91202
*
```

***

No. 2
Density functional theory data (the ωB97M-V functional and the def2-TZVPD basis) for C15H22FN3O6 in the gas phase.

Its LUMO energy is 0.0016 Eh. For the HOMO energy, the calculation gives -9.1 eV. The energy relative to the best compared isomer or geometry (same formula, charge and spin) is 7.4 kJ/mol.

Geometry as ORCA input:
```
! wB97M-V def2-TZVPD RIJCOSX def2/J DEFGRID3
* xyz 0 1
C 6.88773 2.12943 -0.23155
C 7.40962 0.72414 -0.50681
C 6.63867 -0.36105 0.24591
C 5.20195 -0.51623 -0.24640
C 4.49637 -1.66196 0.47233
O 3.17384 -1.86772 -0.03498
C 2.23414 -1.02828 0.41109
O 2.38476 -0.16946 1.22826
N 1.03106 -1.35857 -0.20306
C -0.17836 -0.73669 -0.04832
N -1.23167 -1.49205 -0.20384
C -2.49773 -1.04586 -0.09097
O -3.46253 -1.75987 -0.25123
N -2.66950 0.32251 0.26750
C -4.01190 0.91253 0.39617
O -4.60428 1.08737 -0.84392
C -5.60245 0.09457 -1.08951
C -6.73454 0.72196 -1.88599
C -6.04056 -0.44175 0.29398
O -6.20244 -1.82215 0.32972
C -4.95779 0.07839 1.27575
O -5.45892 0.93189 2.27355
C -1.59894 1.13345 0.34895
C -0.33289 0.65550 0.19928
F 0.69566 1.51699 0.20314
H 7.51833 2.86714 -0.72242
H 6.89027 2.33294 0.83689
H 5.87383 2.25177 -0.60220
H 8.45869 0.67277 -0.20664
H 7.36325 0.52142 -1.57908
H 6.63033 -0.12313 1.31155
H 7.15910 -1.31415 0.12193
H 4.64117 0.40066 -0.06284
H 5.19724 -0.71520 -1.32044
H 4.43823 -1.45501 1.54570
H 5.00989 -2.61066 0.30462
H 0.97092 -2.28762 -0.60308
H -3.87448 1.89829 0.85731
H -5.15593 -0.73260 -1.65857
H -6.35746 1.08619 -2.83725
H -7.15780 1.55822 -1.33550
H -7.50460 -0.02255 -2.06549
H -7.00881 -0.01242 0.57498
H -5.35480 -2.22167 0.07190
H -4.43106 -0.77055 1.73037
H -6.10220 0.44427 2.80090
H -1.77341 2.18479 0.52831
*
```

***

No. 3
Density functional theory data (the ωB97M-V functional and the def2-TZVPD basis) for a molecular structure, C15H22FeNO3.

Its LUMO energy (spin up / spin down) is -0.0916 / -0.2663 Eh. For the HOMO energy (spin up / spin down), the calculation gives -9.8 / -10.7 eV. The energy relative to the best compared isomer or geometry (same formula, charge and spin) is 33.5 kJ/mol. Its expectation value of S² is 6.0810.

Geometry as ORCA input:
```
! wB97M-V def2-TZVPD RIJCOSX def2/J DEFGRID3
* xyz 1 5
C -2.82292 1.71336 -2.57725
C -1.47052 1.64096 -1.90847
N -1.21596 0.46825 -1.01108
C -1.88383 0.55337 0.31418
C -3.39582 0.38862 0.33259
C -1.44674 -0.83793 -1.62945
C -1.04451 -0.99119 -3.08431
H -2.84161 2.56658 -3.26078
H -3.05948 0.82641 -3.17582
H -3.62012 1.87148 -1.84669
H -0.67999 1.63958 -2.67427
H -1.33314 2.52490 -1.27217
H -1.40924 -0.23803 0.92049
H -1.59722 1.52264 0.75114
H -3.69921 0.24324 1.37256
H -3.91847 1.27384 -0.03749
H -3.73418 -0.48955 -0.22618
H -0.89587 -1.58039 -1.02807
H -2.50774 -1.10315 -1.52046
H -0.95624 -2.06344 -3.28736
H -1.79755 -0.60715 -3.77997
H -0.08041 -0.52696 -3.31086
O 0.29376 -2.61133 2.15539
C 1.41921 -2.29590 2.24654
Fe 2.90559 -1.46398 2.57775
C 2.33595 -0.64304 4.01715
O 1.65512 -0.04969 4.75872
C 3.88822 -2.71792 3.32702
O 4.23466 -3.39923 4.20397
C 1.11026 1.04396 0.19674
C 1.53718 -0.29179 -0.31071
C 2.70870 -0.93057 0.44004
C 3.55573 -0.10873 1.24904
C 2.82965 0.90306 1.98091
C 1.68316 1.48940 1.36722
H 0.42756 1.66408 -0.38086
H 0.68360 -0.99214 -0.28741
H 1.78005 -0.21424 -1.38686
H 3.09705 -1.80333 -0.10140
H 4.65703 -0.19033 1.23478
H 3.31377 1.41000 2.83504
H 1.29450 2.40628 1.81667
*
```

***

No. 4
Density functional theory data (the ωB97M-V functional and the def2-TZVPD basis) for a molecular structure, C15H22IInNO.

Its LUMO energy is 0.0960 Eh. For the HOMO energy, the calculation gives -3.6 eV.

Geometry as ORCA input:
```
! wB97M-V def2-TZVPD RIJCOSX def2/J DEFGRID3
* xyz -1 1
C 3.16056 -3.37904 0.47994
C 2.23808 -2.69866 1.22107
In 1.44360 -0.80878 0.32315
C 0.23546 0.29771 1.82939
C -1.06909 -0.37988 2.23551
N -1.86961 0.46448 3.17100
C 0.33704 -1.33948 -1.57354
C -0.42525 -0.24010 -2.17992
O -0.02226 0.45530 -3.09377
C -1.81838 -0.01413 -1.61282
C -2.04768 1.04398 -0.74553
C -3.32720 1.21058 -0.21674
C -4.32643 0.31833 -0.56786
C -4.09912 -0.73841 -1.43885
C -2.82502 -0.90590 -1.96997
C 3.24331 0.43893 -0.17434
C 2.99631 1.92281 -0.09959
C 1.76871 2.41615 -0.85969
I 4.73457 2.93916 -1.05093
H 2.85407 -3.92899 -0.41012
H 4.22891 -3.32879 0.72039
H 1.88678 -2.98610 2.21119
H 0.03026 1.33397 1.54333
H 0.84701 0.36522 2.73721
H -1.68425 -0.66931 1.38457
H -0.86230 -1.29363 2.79590
H -2.57327 0.97688 2.65058
H -1.24232 1.17091 3.53638
H -0.38444 -2.13126 -1.35386
H 1.00253 -1.74025 -2.33935
H -1.25315 1.72458 -0.47863
H -3.49230 2.02198 0.47900
H -5.31265 0.43801 -0.13399
H -4.87560 -1.44479 -1.69431
H -2.56939 -1.72021 -2.63396
H 3.68076 0.11517 -1.11683
H 3.97690 0.19779 0.59985
H 3.02125 2.23497 0.93844
H 1.46635 3.37943 -0.44432
H 2.00299 2.54072 -1.91087
H 0.92426 1.74066 -0.75710
*
```

***

No. 5
Density functional theory data (the ωB97M-V functional and the def2-TZVPD basis) for 2 unconnected molecules or ions with the total composition C15H22IN3O8PSi.

Its LUMO energy is -0.1769 Eh. For the HOMO energy, the calculation gives -12.6 eV.

Geometry as ORCA input:
```
! wB97M-V def2-TZVPD RIJCOSX def2/J DEFGRID3
* xyz 1 1
C 1.51551 -0.31285 3.02968
Si -0.06360 -0.31511 2.00620
C -1.48883 -0.79006 3.17986
C 0.10184 -1.75249 0.75260
C -0.41534 1.25722 0.97279
C 0.38318 2.41800 0.86173
C 1.66671 2.51566 1.67901
O 1.56116 2.71963 2.86037
O 2.89659 2.40307 1.14172
C 0.02374 3.51181 0.01716
C 0.88773 4.76482 -0.15886
C 1.62415 4.65950 -1.54844
O 1.73681 5.56434 -2.29227
I 2.50047 2.74153 -2.13122
C -1.16492 3.40031 -0.69316
N -1.95156 2.30166 -0.60378
P -3.45871 2.26612 -1.62970
N -4.55291 3.22973 -0.68376
O -3.17043 2.99716 -3.07741
C -1.61040 1.26495 0.20114
N -2.49710 0.15096 0.20733
C -3.46290 0.32641 0.97117
O -4.29731 0.28475 1.77320
H 2.37933 0.02196 2.42304
H 1.71104 -1.36364 3.32381
H 1.43924 0.30031 3.94776
H -2.27467 -1.34287 2.63916
H -1.86577 0.05469 3.78319
H -1.04204 -1.51332 3.89480
H 0.56059 -2.62545 1.23962
H -0.89915 -1.93861 0.33012
H 0.76413 -1.35914 -0.04923
H 3.52444 2.84409 1.73977
H 0.25507 5.66546 -0.11624
H 1.68797 4.82439 0.59943
H -1.41541 4.26696 -1.32261
H -5.50409 2.99955 -0.96526
H -4.39363 2.94399 0.28443
H -2.55099 3.74546 -3.01379
C 2.94458 -6.98822 -1.15613
O 2.30784 -5.71583 -1.01296
C 1.73892 -5.26120 -2.12989
O 1.72437 -5.81660 -3.19352
O 1.18480 -4.07345 -1.85805
C 0.53446 -3.46481 -2.97236
H 3.36689 -7.25035 -0.18916
H 2.22045 -7.75080 -1.43972
H 3.75056 -6.93474 -1.88679
H -0.28521 -4.08822 -3.32813
H 1.24523 -3.27194 -3.77539
H 0.12722 -2.51478 -2.63120
*
```

***

No. 6
Density functional theory data (the ωB97M-V functional and the def2-TZVPD basis) for a molecular structure, C15H22IrN7O10P2.

Its LUMO energy is 0.0074 Eh. For the HOMO energy, the calculation gives -8.4 eV. The energy relative to the best compared isomer or geometry (same formula, charge and spin) is 114.3 kJ/mol.

Geometry as ORCA input:
```
! wB97M-V def2-TZVPD RIJCOSX def2/J DEFGRID3
* xyz 0 1
Ir 0.83640 -0.97356 -0.07983
O -0.49216 -3.62919 0.67040
P -1.03831 -2.51219 1.73929
O -1.45327 -3.21968 2.95177
O 0.05321 -1.42899 1.80364
O -2.25197 -1.85762 0.92467
P -2.29987 -1.42712 -0.64312
O -2.20410 -2.81303 -1.41161
O -3.52950 -0.69733 -0.94700
O -0.99377 -0.62802 -0.89585
H -0.37353 -4.45615 1.15139
H -1.45009 -3.33745 -1.09858
N 1.80690 0.09851 -1.65583
C 3.14452 0.48288 -1.20266
C 3.70528 -0.62923 -0.32841
O 4.85120 -1.01748 -0.43468
O 2.84667 -1.09138 0.53465
H 1.80890 -0.49694 -2.47712
H 1.18820 0.89133 -1.79006
H 3.03729 1.35867 -0.56209
H 3.83044 0.69647 -2.01954
N 4.18449 -5.98834 0.26088
C 3.60157 -4.77842 0.30081
N 3.89957 -3.94252 1.27968
N 2.69850 -4.55252 -0.64982
C 2.06738 -3.47207 -0.91164
N 1.41966 -2.58833 -1.34936
H 4.90929 -6.24491 0.90387
H 3.94467 -6.60676 -0.49214
H 4.68093 -4.13467 1.88274
H 3.57083 -2.96530 1.22240
C -3.63644 3.11281 0.66375
N -2.43898 2.46478 1.15975
N -1.34181 2.22710 0.37470
C -0.49145 1.38635 1.03662
O 0.63327 1.05812 0.51441
C -1.08979 1.10903 2.28087
C -2.29736 1.76025 2.29867
C -3.35319 1.78457 3.34517
C -1.08591 2.94937 -0.82708
C -0.97442 2.26344 -2.02677
C -0.70284 2.97907 -3.18486
C -0.55825 4.35903 -3.14244
C -0.67429 5.03325 -1.93434
C -0.93207 4.32777 -0.76966
H -3.47636 3.41570 -0.36577
H -3.86808 3.99309 1.26290
H -4.47324 2.41596 0.69092
H -0.68862 0.45389 3.02899
H -3.02902 1.20438 4.20448
H -4.28327 1.35216 2.97237
H -3.56009 2.80650 3.66659
H -1.12574 1.19142 -2.03115
H -0.62439 2.45483 -4.12835
H -0.36033 4.91178 -4.05120
H -0.55767 6.10798 -1.89759
H -1.00901 4.83874 0.18214
*
```

***

No. 7
Density functional theory data (the ωB97M-V functional and the def2-TZVPD basis) for C15H22N2O3S in the gas phase.

Its LUMO energy is 0.0206 Eh. For the HOMO energy, the calculation gives -8.6 eV. The energy relative to the best compared isomer or geometry (same formula, charge and spin) is 135.4 kJ/mol.

Geometry as ORCA input:
```
! wB97M-V def2-TZVPD RIJCOSX def2/J DEFGRID3
* xyz 0 1
C -4.73469 -0.48094 0.70088
C -3.44513 0.10367 0.20825
C -3.28338 1.47854 0.12309
C -2.09644 2.02435 -0.34572
C -1.93501 3.51087 -0.44905
C -1.05631 1.18115 -0.70580
C -1.19170 -0.20207 -0.60926
N -0.11028 -1.03993 -0.92321
C 0.82690 -0.63633 -1.95109
C 1.81926 0.46960 -1.57867
O 2.01646 1.40409 -2.33767
N 2.47695 0.35748 -0.41772
C 2.42364 -0.72185 0.54592
C 3.73894 -0.57867 1.30983
C 3.94201 0.93522 1.33559
C 3.46585 1.36239 -0.04871
S -0.20931 -2.68997 -0.61667
C -0.40603 -2.76054 1.18858
O -1.34367 -3.30716 -1.23544
O 1.08012 -3.23498 -0.93276
C -2.39826 -0.73052 -0.15947
H -4.82753 -1.52066 0.39863
H -4.77573 -0.43459 1.78973
H -5.58317 0.07758 0.31196
H -4.09584 2.13182 0.40691
H -1.05129 3.76502 -1.02809
H -2.80717 3.95773 -0.92216
H -1.83491 3.94807 0.54466
H -0.14200 1.61239 -1.07631
H 1.40113 -1.52903 -2.21112
H 0.29576 -0.29048 -2.84598
H 2.31928 -1.68828 0.05292
H 1.57246 -0.57016 1.22222
H 3.69093 -1.01758 2.30415
H 4.54609 -1.05572 0.75384
H 4.97528 1.21996 1.51988
H 3.31384 1.38286 2.10669
H 3.01277 2.35620 -0.06550
H 4.27930 1.35419 -0.78161
H -1.11445 -3.54847 1.41162
H 0.56484 -2.99126 1.60592
H -0.77306 -1.80764 1.54563
H -2.54649 -1.79633 -0.14493
*
```

***

No. 8
Density functional theory data (the ωB97M-V functional and the def2-TZVPD basis) for C15H22N2O3S in the gas phase.

Its LUMO energy is 0.0212 Eh. For the HOMO energy, the calculation gives -8.5 eV. The energy relative to the best compared isomer or geometry (same formula, charge and spin) is 10.3 kJ/mol.

Geometry as ORCA input:
```
! wB97M-V def2-TZVPD RIJCOSX def2/J DEFGRID3
* xyz 0 1
C -1.21242 -3.78370 -1.86296
O -1.16078 -2.64049 -1.01852
C -2.33651 -2.07959 -0.71668
O -3.39115 -2.46282 -1.14455
C -2.17085 -0.88705 0.21924
C -2.89252 0.33620 -0.36557
C -2.99690 1.44562 0.67028
S -3.50502 3.03376 -0.06284
C -1.90361 3.58856 -0.71708
N -0.79006 -0.58017 0.49388
C -0.23798 -0.91640 1.69914
O -0.88299 -1.34383 2.63400
N 1.11743 -0.72137 1.80839
C 2.01927 -0.11911 0.92612
C 1.68225 0.98353 0.14722
C 2.62626 1.54190 -0.69522
C 3.91739 1.04272 -0.77872
C 4.91658 1.66934 -1.70139
C 4.27068 -0.04584 0.02634
C 5.66029 -0.60236 -0.01367
C 3.32176 -0.60863 0.86311
H -1.73790 -3.54538 -2.78966
H -1.73651 -4.59851 -1.36080
H -0.18050 -4.05937 -2.06378
H -2.62845 -1.16023 1.18007
H -2.33205 0.68683 -1.23610
H -3.88613 0.03797 -0.70058
H -2.04264 1.60668 1.17230
H -3.75195 1.20737 1.41750
H -1.54479 2.89308 -1.47053
H -2.07145 4.56101 -1.16709
H -1.19073 3.67591 0.09858
H -0.17256 -0.52250 -0.30182
H 1.51369 -1.14055 2.63807
H 0.70125 1.42542 0.22260
H 2.35104 2.39808 -1.29478
H 4.47121 2.49824 -2.24535
H 5.77400 2.04314 -1.14256
H 5.28531 0.94008 -2.42221
H 5.90880 -0.94091 -1.01894
H 6.38513 0.16149 0.26552
H 5.76118 -1.44155 0.66938
H 3.59333 -1.44936 1.48628
*
```